[1]
DFT (ωB97M-V/def2-TZVPD) results for a 2-piece molecular cluster, C3H10NS overall at a distorted geometry.

Cartesian coordinates (Å):
C: 1.4587 0.5895 -0.9577
C: -1.7757 -0.7619 0.5144
C: 0.5161 0.1492 0.1154
N: -0.8867 0.0686 -0.3281
S: 0.6295 0.8890 1.7122
H: 2.4847 0.5432 -0.6019
H: 1.3910 -0.0553 -1.8349
H: 1.2583 1.6214 -1.2602
H: -1.4448 -1.7981 0.4741
H: -1.7314 -0.4220 1.5467
H: -2.8013 -0.6920 0.1592
H: 1.1184 -1.8223 0.3622
H: -1.2718 1.0266 -0.3497
H: -0.9012 -0.2880 -1.2927
H: 1.9562 0.9521 1.7412

The value obtained for the orbital gap (spin up / spin down) is 0.3212 / 0.3096 Ha. Its net charge is +1.

These are the natural (NBO) partial charges, in e, on atoms 1 to 4:
1 C -0.7065
2 C -0.4250
3 C -0.0252
4 N -0.5636

***

[2]
DFT (ωB97M-V/def2-TZVPD) results for an isolated ion of composition C3H10NS and charge +1 at a distorted geometry.

Cartesian coordinates (Å):
C: -0.1518 1.1766 0.7501
N: -0.8169 2.0870 -0.0275
H: 0.6811 1.6735 1.3159
H: -0.5972 0.3492 1.4781
H: -1.8030 2.1587 0.0976
H: -0.3850 2.8718 -0.4767
C: 1.4107 -1.3241 0.4036
S: 0.6794 -0.1314 -0.7155
C: -0.8216 -1.0372 -1.1809
H: 2.3909 -1.5014 0.0884
H: 0.9088 -2.1462 0.6537
H: 1.8364 -0.7442 1.3648
H: -1.3398 -0.3116 -1.7827
H: -0.3462 -1.9645 -1.6311
H: -1.6458 -1.1561 -0.3377

The value obtained for the orbital gap is 0.3747 Ha. Its net charge is +1.

These are the natural (NBO) partial charges, in e, on atoms 1 to 4:
1 C -0.1590
2 N -0.8333
3 H 0.2319
4 H 0.2616

***

[3]
DFT (ωB97M-V/def2-TZVPD) results for a 2-piece molecular cluster, C3H10NS2 overall at a distorted geometry.

Cartesian coordinates (Å):
C: 0.5836 0.2177 3.5693
C: -0.2044 0.6803 -3.7818
C: 0.5894 -0.5063 2.3299
N: -0.3964 -0.2982 1.5076
S: -0.0243 -0.9457 -2.7326
S: -1.3051 -0.6062 -1.2573
H: 1.5270 0.7105 3.7775
H: 0.5500 -0.2300 4.5706
H: -0.0982 1.0392 3.4969
H: -0.5493 1.4610 -3.1383
H: -0.6605 0.6636 -4.7115
H: 0.9037 0.9486 -4.0042
H: 1.2749 -1.1890 1.9443
H: -1.1552 0.3790 1.5259
H: -0.3415 -0.5685 0.5070
H: -0.6938 -1.7559 -3.6033

The value obtained for the orbital gap is 0.2926 Ha. Its net charge is +1.

These are the natural (NBO) partial charges, in e, on atoms 1 to 4:
1 C -0.7411
2 C -0.6846
3 C 0.3229
4 N -0.6196

***

[4]
DFT (ωB97M-V/def2-TZVPD) results for a 2-piece molecular cluster, C3H10NS2 overall at a distorted geometry.

Cartesian coordinates (Å):
C: 2.5053 -0.2022 0.3069
C: 1.0473 -0.0922 -0.0464
C: 0.3422 0.9812 0.6047
N: 0.4467 -1.0388 -0.7696
S: -0.7041 1.9175 -0.5734
S: -3.4188 -0.9684 -0.5521
H: 2.5579 -0.1476 1.5072
H: 2.9658 -1.0369 -0.1709
H: 3.1007 0.7025 0.1186
H: -0.3297 0.3916 1.2344
H: 0.9951 1.5665 1.1998
H: -0.5146 -0.9504 -0.9787
H: 0.9725 -1.8129 -1.3009
H: -4.3512 -1.5848 0.1966
H: -1.2501 2.7601 0.4352
H: -4.3649 -0.4852 -1.2115

The value obtained for the orbital gap is 0.2960 Ha. Its net charge is +1.

These are the natural (NBO) partial charges, in e, on atoms 1 to 4:
1 C -0.6993
2 C 0.5141
3 C -0.6244
4 N -0.6510

***

[5]
DFT (ωB97M-V/def2-TZVPD) results for an isolated ion of composition C3H10NS2 and charge +2 at a distorted geometry.

Cartesian coordinates (Å):
N: 1.8827 1.1760 1.5830
C: 0.8392 0.0397 1.7138
C: 0.7293 -0.6958 0.3951
S: -0.2178 0.2403 -0.8995
S: -1.5597 -1.2289 -1.3826
C: -2.5823 -0.3534 -2.5684
H: 1.8525 1.5253 0.6368
H: 2.8289 0.8269 1.7357
H: 1.6606 1.8848 2.2701
H: -0.0601 0.4908 2.1281
H: 1.1493 -0.6971 2.4591
H: 1.7350 -0.9814 0.0655
H: 0.2738 -1.6882 0.4276
H: -2.4529 0.7261 -2.6670
H: -3.6399 -0.4977 -2.3256
H: -2.4385 -0.7676 -3.5719

The value obtained for the orbital gap (spin up / spin down) is 0.3521 / 0.3106 Ha. The multiplicity is 2. Its net charge is +2.

These are the natural (NBO) partial charges, in e, on atoms 1 to 4:
1 N -0.6674
2 C -0.2482
3 C -0.5810
4 S 0.3539

***

[6]
DFT (ωB97M-V/def2-TZVPD) results for a 2-piece molecular cluster, C3H10O overall at a distorted geometry.

Cartesian coordinates (Å):
C: -0.4337 -0.8905 -0.7594
C: -0.2278 -2.0620 0.1797
C: -1.2064 -2.1239 1.4178
H: 0.3699 -0.8870 -1.5149
H: -0.4188 0.0745 -0.2253
H: -1.4026 -0.9912 -1.2769
H: 0.8054 -1.9400 0.5580
H: -0.2660 -3.0068 -0.3960
H: -0.8397 -2.8813 2.1308
H: -2.2346 -2.3899 1.1198
H: -1.2294 -1.1448 1.9253
O: 2.6219 6.0922 -1.3576
H: 2.5525 6.7182 -0.6016
H: 1.9090 5.4325 -1.1997

The value obtained for the orbital gap is 0.4553 Ha. Its SMILES is CCC.O. Its net charge is 0.

These are the natural (NBO) partial charges, in e, on atoms 1 to 4:
1 C -0.6052
2 C -0.3910
3 C -0.6102
4 H 0.2087

***

Summary of energy relative to the best compared isomer or geometry (same formula, charge and spin) in kJ/mol
389.7; 229.2; 211.3; 131.8; 0.0; 9.9
(order as listed above)